[1]
ORCA calculation (the ωB97M-V functional and the def2-TZVPD basis) on an isolated molecule of C5H12O.

The geometry in XYZ format:
```
18
Properties=species:S:1:pos:R:3:forces:R:3
C -0.460778 -0.902494 1.688542 -0.031 -0.024 0.048
C -0.029160 0.199069 0.719265 -0.007 0.023 0.019
C 1.497355 0.262909 0.624590 0.066 0.019 -0.026
C -0.693670 -0.033548 -0.646167 -0.039 0.431 0.182
C -0.361162 1.036149 -1.691066 -0.099 -0.064 0.068
O -0.241144 -1.300631 -1.103014 -0.153 -0.295 -0.266
H -1.552714 -0.938961 1.784343 0.150 -0.001 -0.007
H -0.121973 -1.875304 1.319484 -0.042 0.117 0.100
H -0.037462 -0.740177 2.685781 -0.051 -0.011 -0.144
H -0.397043 1.163801 1.099479 0.013 -0.134 -0.114
H 1.843343 1.115074 0.028769 -0.078 -0.128 0.073
H 1.936576 0.359607 1.624125 -0.080 -0.012 -0.148
H 1.887278 -0.653257 0.169589 -0.039 0.119 0.067
H -1.784519 -0.076538 -0.474871 0.212 0.069 -0.061
H -1.059276 0.995769 -2.536769 0.123 -0.039 0.134
H 0.641542 0.828305 -2.065758 0.018 0.144 -0.037
H -0.385673 2.055186 -1.288253 -0.048 -0.194 0.025
H -0.681521 -1.494958 -1.938067 0.083 -0.020 0.086
```
Forces are in eV/Å.

The largest force on an atom is 0.009 hartree/bohr. Its SMILES is CC(C)[C@@H](C)O.


[2]
ORCA calculation (the ωB97M-V functional and the def2-TZVPD basis) on a cluster of 10 separate species, C45H90BNO37P5 in total in a non-equilibrium geometry.

The geometry in XYZ format:
```
179
Properties=species:S:1:pos:R:3:forces:R:3
O 0.069112 5.708342 -0.595453 -0.167 0.028 0.217
C -0.220771 4.545457 -0.571957 0.712 0.267 -0.867
O 0.024996 3.688278 0.398831 -0.280 0.090 -0.035
B -0.577303 2.386958 0.051749 0.030 -0.287 0.706
O -1.060136 2.555236 -1.327568 -0.220 -1.259 -0.279
C -0.822356 3.754511 -1.791318 0.159 1.065 1.123
O -1.026393 4.206615 -2.878336 -0.091 -0.290 -0.101
O -1.673534 2.055512 1.000527 0.036 0.135 -0.439
C -1.332199 1.008145 1.723877 0.196 -0.489 0.522
O -1.904267 0.524463 2.651876 -0.468 0.059 0.104
C 0.027430 0.489622 1.236415 -0.038 1.273 -0.466
O 0.409432 1.300722 0.250318 0.010 0.183 -0.478
O 0.673209 -0.408658 1.671032 -0.504 -0.147 0.490
C 3.457588 2.727160 2.084897 -0.200 0.041 -0.510
C 3.360541 2.133364 3.411245 0.115 0.673 -0.204
N 3.279326 1.662939 4.451836 -0.066 -0.068 0.337
H 2.472169 2.722153 1.614603 -0.047 0.041 0.040
H 4.085011 2.088234 1.461893 0.070 0.907 0.306
H 3.846439 3.741213 2.047676 0.001 0.040 0.437
C -2.301789 -2.343653 0.909452 -1.373 0.424 0.422
C -2.647568 -2.826766 2.307727 0.470 0.198 0.757
O -4.042547 -2.883029 2.604673 -0.689 -0.281 0.030
P -4.810489 -4.254357 2.899776 -0.944 1.465 -1.080
O -4.187452 -5.271250 3.715096 1.008 -0.714 0.193
O -6.170229 -3.720266 3.535500 0.200 -0.461 -0.329
C -6.111763 -3.202234 4.865235 -0.957 1.157 0.518
C -7.507954 -3.136011 5.484410 -0.159 -0.103 -0.720
O -5.212344 -4.729549 1.426700 -0.342 0.340 0.468
C -5.959173 -3.893811 0.515056 0.282 0.560 -0.256
C -7.424018 -3.794867 0.853198 -0.971 0.112 0.118
H -2.846559 -1.437993 0.630285 -0.341 -0.079 0.195
H -1.260158 -2.045561 0.795961 -0.467 -0.037 0.903
H -2.585510 -3.141616 0.220445 0.226 0.173 -0.276
H -2.178199 -3.799340 2.481646 -1.657 0.439 -0.504
H -2.229704 -2.193447 3.092665 0.052 0.194 -0.283
H -5.413267 -3.708421 5.528998 0.164 -0.275 -0.372
H -5.845502 -2.147281 4.753930 0.561 -0.126 0.185
H -8.057681 -4.075436 5.554860 0.422 -0.226 0.166
H -7.426731 -2.667224 6.463567 -0.083 -0.036 0.038
H -8.129150 -2.511684 4.837376 0.023 0.177 0.154
H -5.602765 -2.860773 0.414374 0.543 -0.124 0.777
H -5.719572 -4.258860 -0.483918 -0.455 -0.681 0.139
H -7.855101 -4.637903 1.394333 0.282 -0.476 -0.505
H -7.671124 -2.982703 1.536198 0.459 0.293 -0.105
H -7.985939 -3.597482 -0.063709 -0.056 -0.203 0.059
C -0.013963 -3.666187 2.890180 0.685 -0.688 1.215
C 0.847077 -4.530259 3.818993 -0.427 -0.206 -0.667
O 2.240842 -4.385060 3.489164 1.082 0.964 0.064
P 3.042116 -3.052271 3.910924 1.146 -1.369 -0.248
O 2.492663 -2.331432 5.060672 4.725 -2.699 -1.488
O 4.515165 -3.622201 4.194638 -0.150 0.093 -0.898
C 4.925366 -3.910895 5.533481 -0.065 0.567 0.037
C 6.395320 -4.260188 5.557627 0.244 -0.626 0.225
O 3.298665 -2.249550 2.549001 -0.508 -1.079 0.546
C 3.319939 -0.824464 2.531727 0.150 0.977 -0.099
C 3.861999 -0.342844 1.202034 0.492 0.043 -0.180
H -1.008633 -4.109092 2.813404 1.556 -0.152 0.582
H -0.061119 -2.689476 3.374519 -0.298 0.057 -0.657
H 0.384659 -3.631200 1.879345 0.278 0.070 0.041
H 0.721595 -4.297745 4.875561 -0.188 -0.020 -0.274
H 0.596259 -5.579654 3.664934 0.342 -0.088 -0.054
H 4.729876 -3.000520 6.105474 -0.036 -0.269 0.298
H 4.314037 -4.735380 5.909135 0.105 0.055 0.158
H 7.090979 -3.473673 5.268125 -0.358 0.221 -0.239
H 6.685466 -4.538955 6.574040 -0.170 0.016 0.069
H 6.591593 -5.142095 4.944561 -0.017 0.095 -0.120
H 2.307518 -0.453659 2.700260 0.588 -0.091 0.227
H 4.014688 -0.415852 3.270379 -0.270 -0.453 0.332
H 4.895670 -0.691547 1.139388 -0.066 -0.184 -0.377
H 3.295312 -0.604053 0.311447 -0.045 -0.343 0.119
H 3.932946 0.747905 1.183595 -0.207 -1.169 0.008
C 2.525586 -3.758286 -3.960863 -0.038 1.128 0.354
C 3.174464 -2.402404 -4.281591 -0.124 -1.284 -1.184
O 2.623643 -1.344996 -3.501087 0.152 0.903 -0.033
P 2.606520 0.124946 -4.144189 -0.102 0.378 0.172
O 3.585874 0.428233 -5.194376 -0.472 -0.333 0.159
O 2.759759 1.031586 -2.834540 -0.355 -1.124 0.203
C 2.629939 2.445655 -2.843072 0.556 0.759 -1.309
C 3.707035 3.041865 -1.967734 -0.369 0.270 1.219
O 1.087022 0.307238 -4.628700 0.969 0.524 0.221
C 0.073296 0.226496 -3.634159 -1.713 -0.849 0.269
C -1.221261 0.813644 -4.160676 0.646 1.425 -0.659
H 2.465203 -3.897405 -2.880824 0.139 -0.343 -0.036
H 1.511441 -3.763109 -4.361108 -0.039 -0.108 0.086
H 3.101200 -4.532025 -4.464360 0.013 -0.144 0.201
H 4.261418 -2.436513 -4.200578 -0.041 0.154 0.361
H 2.955833 -2.269289 -5.345913 0.152 0.527 0.050
H 2.744674 2.809686 -3.871298 0.066 -0.072 -0.005
H 1.628890 2.768556 -2.545834 -0.008 -0.325 0.276
H 3.388715 2.911268 -0.927079 0.238 -0.237 0.044
H 4.689462 2.590698 -2.083243 -0.104 -0.168 -0.280
H 3.815053 4.124942 -2.052779 -0.171 -0.044 -0.463
H -0.099010 -0.828991 -3.401698 0.287 -0.013 0.149
H 0.279049 0.765843 -2.707732 0.612 -0.146 -0.081
H -1.056500 1.896636 -4.207834 -0.212 0.061 0.146
H -1.432884 0.573552 -5.203541 -0.139 -0.655 0.193
H -2.064291 0.664019 -3.491425 0.012 -0.305 -0.049
C -2.924987 -6.874820 1.179458 -0.082 0.856 -0.007
C -1.830128 -7.168455 0.191233 0.302 -0.513 0.201
O -0.886700 -6.076557 0.236783 0.365 0.415 -0.481
P -0.134344 -5.647088 -1.112693 0.738 -0.885 0.407
O -0.998004 -5.423090 -2.266887 -0.124 -0.133 -0.206
O 0.957480 -6.821791 -1.362814 -0.959 1.440 0.238
C 1.880062 -7.189760 -0.324489 0.701 -0.932 -0.666
C 3.019791 -6.210353 -0.124137 -0.273 0.454 0.474
O 0.724677 -4.394199 -0.653815 -0.287 -0.914 0.203
C 0.109893 -3.107484 -0.816750 1.452 1.005 -0.023
C 1.137256 -2.029645 -0.502333 0.213 0.601 -0.273
H -3.275921 -5.844179 1.071202 0.117 -0.233 -0.335
H -3.806512 -7.496343 1.031780 0.148 -0.248 0.202
H -2.547418 -6.904613 2.201638 -0.146 -0.388 0.016
H -1.281900 -8.064635 0.497679 0.012 -0.028 -0.053
H -2.168023 -7.348809 -0.829959 -0.167 0.321 -0.010
H 1.331235 -7.483001 0.572009 0.087 0.300 0.123
H 2.333499 -8.090635 -0.748747 -0.182 -0.138 0.234
H 3.868485 -6.693634 0.361103 -0.079 -0.177 -0.010
H 3.352627 -5.833847 -1.091163 -0.026 0.010 -0.009
H 2.729580 -5.371128 0.509130 0.046 0.058 -0.144
H -0.166644 -3.031651 -1.866669 -0.475 0.140 0.066
H -0.704660 -2.920379 -0.117771 0.624 -1.326 -1.184
H 1.895971 -1.863355 -1.268613 -0.243 -0.220 -0.251
H 0.578767 -1.094734 -0.382217 0.218 -0.240 -0.576
H 1.695920 -2.087539 0.433172 -0.419 -0.738 0.070
C 1.850267 6.067775 -3.564278 -0.311 0.524 -0.074
C 1.411356 6.828590 -4.809301 0.249 -0.472 0.807
O 1.820743 5.991608 -5.899372 -0.325 0.098 -0.806
P 1.117827 6.097825 -7.341180 -0.109 -0.572 -0.026
O 1.516863 7.249018 -8.145373 -0.064 0.080 0.075
O 1.434657 4.667071 -8.016339 -0.220 1.138 1.039
C 2.804920 4.361538 -8.320059 0.394 -0.966 0.012
C 3.568908 3.759527 -7.133939 -0.612 -0.061 -0.678
O -0.436787 6.030239 -7.032817 0.401 0.061 -0.232
C -0.981804 5.047326 -6.127822 -0.351 -0.434 0.038
C -1.636159 3.921256 -6.931649 0.808 0.579 0.798
H 1.533545 6.638538 -2.689859 0.127 -0.174 0.145
H 1.344491 5.103260 -3.550667 -0.012 -0.004 0.075
H 2.926998 5.904167 -3.548886 0.030 0.110 -0.034
H 0.329335 6.965465 -4.766420 -0.048 -0.140 -0.302
H 1.850835 7.825375 -4.861485 0.241 -0.099 -0.264
H 2.709881 3.587878 -9.083358 0.188 0.255 -0.199
H 3.324427 5.239189 -8.707439 -0.185 0.006 -0.163
H 3.877168 4.564652 -6.472946 0.124 -0.348 0.326
H 2.936542 3.005669 -6.661568 -0.061 0.283 0.369
H 4.402876 3.167385 -7.512759 0.289 0.381 0.013
H -0.198717 4.695097 -5.457116 -0.078 -0.084 0.028
H -1.742898 5.563899 -5.543443 0.137 0.095 0.075
H -2.152704 3.231795 -6.264751 -0.254 0.172 0.024
H -2.312627 4.448070 -7.600698 -0.076 -0.611 -0.392
H -0.834968 3.348948 -7.397001 -0.267 0.101 -0.562
C -3.605216 4.786185 0.206440 0.156 -0.450 0.275
C -4.174937 4.534834 -1.176357 -0.601 -0.643 -0.007
O -5.591510 4.479310 -0.960712 0.026 0.733 0.178
C -5.879322 4.874146 0.303045 0.056 -0.540 -0.167
O -6.988444 4.962562 0.713667 -0.123 0.251 0.286
O -4.750442 5.065130 1.021165 -0.049 0.211 -0.243
H -2.879890 5.592734 0.288000 -0.156 0.140 -0.034
H -3.152759 3.847998 0.523548 0.065 0.189 0.532
H -3.957985 3.506574 -1.460834 0.617 0.336 -0.650
H -3.932421 5.297328 -1.912308 0.000 -0.186 -0.165
C 0.608332 8.741633 2.781250 0.451 0.315 -0.474
C -0.199619 7.996520 1.728548 -0.485 -0.578 0.155
O -1.494062 7.866805 2.352705 -0.077 0.254 -0.753
C -1.535943 8.553260 3.494209 -0.812 0.087 0.635
O -2.500633 8.673636 4.186995 0.284 -0.037 -0.231
O -0.340705 9.094456 3.778182 0.545 -0.134 0.315
H 1.000825 9.682168 2.394787 0.155 -0.117 -0.059
H 1.439804 8.136753 3.144618 -0.205 0.082 0.491
H 0.063490 6.962615 1.521288 0.620 0.217 -0.090
H -0.225799 8.558305 0.795294 -0.480 -0.100 -0.007
C 0.109174 -0.082203 6.077158 -1.493 -1.424 -0.184
C 0.833154 -1.045338 5.145000 -0.100 3.371 -0.621
O 0.501293 -2.322071 5.599479 -2.275 -0.347 1.135
C 0.079317 -2.263307 6.861740 -0.490 0.622 0.093
O -0.095912 -3.190501 7.597880 0.120 0.036 -0.288
O -0.180518 -0.979599 7.188005 0.644 0.431 0.849
H -0.901595 0.201611 5.782177 0.267 0.594 -0.423
H 0.753595 0.746215 6.350984 -0.206 0.026 0.311
H 1.904152 -0.809270 5.210045 -1.232 0.412 0.583
H 0.677451 -0.978229 4.065996 -0.781 0.168 0.237
```
Forces are in eV/Å.

The largest force on an atom is 0.110 hartree/bohr. As for the total charge: -1.


[3]
ORCA calculation (the ωB97M-V functional and the def2-TZVPD basis) on a cluster of 2 separate species, C4H12N4 in total in a non-equilibrium geometry.

The geometry in XYZ format:
```
20
Properties=species:S:1:pos:R:3:forces:R:3
C 1.150904 0.697018 2.431820 0.136 0.180 -0.293
C 1.485003 0.754017 0.941358 0.250 -0.158 0.560
N 2.577211 -0.152979 0.659628 0.186 0.051 0.058
N 0.310368 0.476994 0.134691 -1.088 -0.164 -0.496
C -0.316922 -0.582948 0.087979 1.677 0.591 0.299
N -0.493109 -1.791004 0.012541 -0.134 -0.679 -0.076
H 2.042539 0.920149 3.012370 0.030 0.002 0.067
H 0.797854 -0.300085 2.690994 -0.029 -0.092 0.037
H 0.373537 1.418778 2.671858 -0.065 0.002 0.028
H 1.810563 1.764693 0.669950 -0.047 -0.200 0.079
H 2.827502 -0.117776 -0.322069 -0.052 -0.045 0.050
H 2.303150 -1.106330 0.878216 0.026 0.038 -0.061
H -1.400392 -2.216996 0.070144 -0.124 0.069 0.210
C -1.815814 -0.273033 -2.476247 -0.018 0.254 0.035
N -1.988361 0.291208 -1.145692 0.385 1.284 -0.027
H -2.115422 -1.321551 -2.461986 0.003 -0.025 -0.058
H -0.756258 -0.230814 -2.728230 -0.035 -0.054 -0.081
H -2.389824 0.251987 -3.248700 0.100 -0.102 -0.033
H -1.435929 1.179666 -0.992768 -1.400 -1.374 -0.323
H -2.966599 0.339007 -0.885856 0.201 0.423 0.025
```
Forces are in eV/Å.

The largest force on an atom is 0.039 hartree/bohr. Its SMILES is C[C@@H](N)N=C=N.CN.


[4]
ORCA calculation (the ωB97M-V functional and the def2-TZVPD basis) on a cluster of 19 separate species, H38O19 in total in a non-equilibrium geometry.

The geometry in XYZ format:
```
57
Properties=species:S:1:pos:R:3:forces:R:3
O 0.358214 0.768061 -4.672006 -0.833 -0.751 0.005
H 0.591763 0.280091 -5.473177 0.163 0.163 0.083
H -0.501993 0.359206 -4.383766 0.444 0.631 -0.162
O 1.097587 4.041560 3.738835 0.248 0.256 -0.389
H 0.780505 4.565209 4.469775 -0.088 0.278 0.585
H 1.403650 4.708098 3.107474 -0.077 -0.354 -0.116
O -2.159672 0.089632 -3.741282 -0.128 -0.137 0.197
H -2.598454 -0.542656 -4.316405 -0.088 -0.024 -0.077
H -2.676150 0.036660 -2.912297 0.163 0.062 -0.161
O 1.236235 -2.210518 -5.524721 0.221 0.127 0.207
H 1.157269 -1.675415 -4.725200 -0.060 -0.071 0.031
H 2.100382 -2.626839 -5.403293 -0.134 -0.018 -0.084
O 0.335786 0.114732 2.419029 -0.512 -0.693 1.338
H 0.073797 0.782723 3.094637 0.013 0.038 -0.439
H 0.037820 -0.716674 2.893650 0.566 0.717 -0.788
O -0.680443 -2.160092 3.905383 -0.486 0.101 0.058
H -1.650519 -2.080092 3.875849 0.257 -0.180 -0.138
H -0.509082 -2.764332 4.633671 0.169 0.053 -0.036
O -3.658969 3.825271 0.181714 -0.426 0.215 0.297
H -3.443341 4.637240 -0.276508 -0.026 0.284 -0.094
H -2.988462 3.219624 -0.110575 0.497 -0.560 -0.206
O 1.514353 0.822263 -2.197214 -0.002 -0.301 -0.922
H 2.206495 0.218954 -2.533970 -0.318 0.297 0.590
H 0.970309 0.924330 -3.020207 0.533 0.162 0.339
O 4.094167 -2.142519 0.174235 0.118 -0.266 -0.104
H 4.114140 -1.191470 0.301479 -0.026 0.264 0.154
H 4.771111 -2.495736 0.765538 -0.169 0.105 -0.146
O -4.058848 -0.592803 -1.753425 -0.371 -0.323 0.577
H -3.746268 -1.387426 -1.280135 0.183 0.314 -0.109
H -4.760101 -0.246437 -1.177026 0.353 -0.004 -0.423
O -3.082014 -4.440329 -1.192323 -0.350 -0.373 0.184
H -3.144367 -4.570340 -2.137391 0.071 0.031 -0.214
H -2.546517 -3.655606 -1.043519 0.257 0.325 0.053
O 1.623499 3.437211 -0.423646 0.225 -0.508 -0.169
H 2.491534 3.621853 -0.802982 -0.082 0.164 0.008
H 1.460627 2.542825 -0.778812 -0.037 0.296 0.115
O 4.244602 1.994450 1.064306 0.460 0.014 -0.099
H 3.585449 2.687246 1.105111 -0.301 0.115 -0.057
H 4.069912 1.455049 1.851078 -0.277 -0.149 -0.152
O -1.999967 -2.085169 -0.127267 -0.456 -0.246 -0.001
H -2.016564 -2.232264 0.821966 -0.020 -0.159 0.151
H -1.465152 -1.282734 -0.255048 0.376 0.349 -0.205
O 3.169791 0.339627 3.022889 0.102 -0.061 0.045
H 3.453781 0.796030 3.826177 -0.603 -0.196 -0.096
H 2.188656 0.324500 2.935905 0.494 0.100 0.173
O -3.381309 -1.910476 2.877816 0.303 -0.685 0.347
H -4.202718 -2.267043 2.540281 -0.207 -0.214 -0.064
H -3.366283 -1.007248 2.602241 -0.046 0.999 -0.332
O -0.735110 2.088584 4.195116 -0.142 -0.529 0.152
H -1.598084 2.079828 3.766698 0.162 0.328 0.005
H -0.236154 2.865932 3.900266 -0.096 0.045 -0.320
O -0.557543 0.172414 -0.470299 0.064 0.568 1.259
H 0.082886 0.383505 -1.165883 0.367 -0.158 0.035
H -0.142831 0.456297 0.387787 -0.408 -0.536 -0.936
O 3.001605 -2.737006 -2.586029 -0.557 -0.032 0.712
H 3.518380 -2.544504 -1.780975 0.049 -0.038 -0.238
H 2.172623 -3.073287 -2.193534 0.467 0.164 -0.421
```
Forces are in eV/Å.

The largest force on an atom is 0.031 hartree/bohr.


Computed gap between HOMO and LUMO, in the same sequence as the records: 0.410, 0.345, 0.356, 0.386 Eh.
Computed HOMO, in the same sequence as the records: -0.377, -0.286, -0.320, -0.393 Eh.
Computed relative energy (zero: lowest compared OMol25 entry of this formula, charge and spin), in the same sequence as the records: 0.122, 0.000, 1.604, 1.196 eV.